(1)
Density functional theory data (the ωB97M-V functional and the def2-TZVPD basis) for one molecule with the formula C13H17N3O5.

Calculated values
LUMO energy   0.0110 hartree
Energy relative to the best compared isomer or geometry (same formula, charge and spin)   41.43 kcal per mole
Structure (SMILES)   NC(=O)C[C@H](N)C(=O)N[C@@H](Cc1ccc(O)cc1)C(=O)O
HOMO-LUMO gap   8.65 eV

```
38
Properties=species:S:1:pos:R:3:forces:R:3
N 4.74473 0.98396 -1.74054 0.1191 -2.7089 0.9274
C 4.00070 1.11735 -0.57781 0.6753 -1.5112 0.1317
O 4.00803 0.25607 0.31686 -0.1977 1.3627 -1.6413
C 3.20118 2.39212 -0.49337 0.7548 1.5326 -0.9279
C 2.41061 2.56680 0.76564 -1.6661 -0.6192 -0.1415
N 3.24764 2.64205 1.93129 -0.0693 -1.0634 1.0249
C 1.34409 1.43558 0.94192 -0.5057 -0.2907 1.6303
O 0.90872 1.26020 2.09924 0.6100 0.4079 -0.7561
N 0.77180 0.71365 -0.05052 1.8403 1.0916 -0.9578
C -0.26484 -0.20679 0.27060 -1.0905 -1.3595 0.2754
C -1.11288 -0.44445 -0.94494 0.8166 -0.4751 -1.2667
C -2.45015 -1.03015 -0.63657 -0.7369 -0.4771 0.3714
C -2.62396 -2.42718 -0.58799 -0.3450 1.3236 -0.6025
C -3.87719 -2.98410 -0.43818 -0.1239 0.9804 0.2627
C -4.97773 -2.12773 -0.24972 1.7987 -0.1547 0.4382
O -6.14861 -2.68801 0.03492 -1.3386 -4.2097 2.1587
C -4.82292 -0.74050 -0.21922 0.2616 -0.0008 -0.2871
C -3.54937 -0.21145 -0.37888 0.5642 0.5514 -0.5756
C 0.37701 -1.54416 0.74756 0.5483 0.7264 1.0534
O 0.55404 -2.53477 0.08573 -0.4143 0.5976 0.2434
O 0.82697 -1.44278 2.01508 0.1871 0.1088 0.1157
H 5.14999 0.02582 -1.96403 -0.6891 2.0643 0.6572
H 4.88884 1.71152 -2.39684 -0.1488 0.5370 -0.3864
H 2.52370 2.54982 -1.35018 0.3346 -0.4724 0.0525
H 3.95704 3.22106 -0.62066 -0.7365 -0.5719 0.3702
H 1.71634 3.44353 0.65668 0.8759 -0.2969 0.1873
H 3.90011 1.82675 1.81847 -0.7468 0.9805 0.5784
H 2.62816 2.41189 2.76369 1.1270 0.3911 -1.2863
H 1.26420 0.58181 -0.95457 -0.6169 0.2369 1.0388
H -0.92817 0.19296 1.06901 0.7957 -0.1099 -0.3626
H -1.18318 0.52306 -1.45341 -0.3541 -0.1323 -0.0441
H -0.52866 -1.12855 -1.63018 -0.6706 0.6216 0.5594
H -1.73444 -2.96306 -0.77485 0.6258 -1.0678 -0.0568
H -4.07698 -4.04989 -0.42232 0.2739 -0.0296 -0.0463
H -5.97380 -3.67391 0.50702 -0.7054 4.1218 -2.1504
H -5.64846 -0.04777 -0.13935 -0.2533 -0.3031 0.2901
H -3.37450 0.88914 -0.37003 -0.3950 -0.8845 -0.0259
H 0.85195 -0.49990 2.37045 -0.4043 -0.8972 -0.8520
```
Positions in Å, forces in eV/Å.

***

(2)
Density functional theory data (the ωB97M-V functional and the def2-TZVPD basis) for C21H12GaN4O3S4 as an isolated structure.

Calculated values
LUMO energy   0.0939 hartree
Charge   -1
HOMO-LUMO gap   7.21 eV

```
45
Properties=species:S:1:pos:R:3:forces:R:3
Ga 0.11094 -0.11869 -0.15502 0.1280 -0.2998 0.0806
O 3.49409 -2.49478 -0.50193 0.0397 0.0041 -0.0618
C 2.36929 -2.00251 -0.54611 -0.0602 0.0878 0.0845
N 1.78473 -1.14472 0.29710 -0.1920 0.1292 -0.2447
C 2.28133 -0.84407 1.56204 0.0464 -0.0317 0.2718
C 3.56147 -1.12783 2.02783 0.0076 -0.0183 -0.0099
C 3.90610 -0.82335 3.33799 0.0425 -0.0463 0.1080
C 2.97620 -0.25615 4.19121 0.0336 0.0316 -0.0733
C 1.70148 0.05308 3.73317 0.0458 -0.0057 0.0414
C 1.34339 -0.22262 2.41691 0.1462 0.0664 0.1364
N 0.13930 0.18093 1.81856 -0.4705 0.1144 -0.5075
C -0.87189 0.70835 2.55852 0.2215 0.0380 -0.0123
O -1.08400 0.50768 3.74938 -0.1427 -0.0199 -0.0958
C -1.72771 1.74126 1.85720 0.1215 0.1591 -0.1570
C -3.01081 2.00989 2.30936 -0.1143 -0.1097 -0.0252
C -3.71633 3.04337 1.71725 0.0794 -0.0584 0.0512
C -3.09352 3.80192 0.73797 -0.0949 0.0119 -0.0593
C -1.79848 3.47278 0.36917 -0.0560 -0.0965 -0.0705
N -1.13577 2.45247 0.89867 0.0820 -0.0547 0.0960
C 1.40697 -2.49372 -1.60226 -0.0972 -0.2646 -0.0595
C 1.82398 -3.38350 -2.58260 0.1300 0.0812 -0.0009
C 0.87125 -3.97513 -3.39016 -0.0611 0.0117 -0.0126
C -0.46690 -3.67806 -3.17607 0.0299 0.0068 0.0338
C -0.79143 -2.75451 -2.19656 0.0731 -0.0190 -0.1674
N 0.12887 -2.16142 -1.44104 0.0491 -0.1222 -0.0536
H 4.26933 -1.59788 1.36449 -0.0178 0.0443 -0.0184
H 4.90843 -1.03899 3.68841 -0.0126 -0.0420 0.0058
H 3.23548 -0.04341 5.22129 0.0125 0.0362 -0.0086
H 0.98513 0.51277 4.39471 0.0094 -0.0580 -0.0131
H -3.42972 1.39398 3.09270 0.0083 0.0455 0.0370
H -4.73223 3.26230 2.02131 -0.0023 0.0001 0.0007
H -3.60960 4.62104 0.25521 0.0337 0.0293 0.0010
H -1.27030 4.04154 -0.38893 -0.0241 -0.0236 -0.0437
H 2.87951 -3.59494 -2.67508 -0.0026 -0.0147 0.0482
H 1.16137 -4.67207 -4.16642 0.0157 -0.0029 0.0041
H -1.25180 -4.14240 -3.75680 0.0052 -0.0028 -0.0163
H -1.81621 -2.46909 -2.00965 -0.0233 0.0846 -0.0180
O -2.62908 3.10637 -5.38120 0.0057 0.0184 0.0007
C -2.13978 2.51380 -4.45200 0.0651 -0.0520 0.0766
S -0.42563 2.56537 -4.02870 0.0109 0.0099 -0.0295
C -0.48961 1.47471 -2.65045 -0.2181 0.0855 -0.0774
C -1.70096 0.97622 -2.33597 0.0486 0.1990 -0.1527
S -2.12246 -0.08061 -1.01520 0.3288 0.2181 0.6660
S -3.04958 1.48897 -3.34057 -0.0462 -0.0263 -0.0171
S 1.02515 1.19165 -1.82773 -0.1840 -0.1441 0.2627
```
Positions in Å, forces in eV/Å.

***

(3)
Density functional theory data (the ωB97M-V functional and the def2-TZVPD basis) for one molecule with the formula C4H7N3S.

Calculated values
LUMO energy   0.0179 hartree
Energy relative to the best compared isomer or geometry (same formula, charge and spin)   82.22 kcal per mole
Structure (SMILES)   [H]/N=C1/C[C@@H](S)C=NN1
HOMO-LUMO gap   9.42 eV

```
15
Properties=species:S:1:pos:R:3:forces:R:3
H -2.66260 -1.08504 -0.82672 -0.5317 -0.5476 -0.5498
N -2.08370 -1.37618 -0.04738 1.5630 2.8334 0.3323
C -1.27166 -0.34276 0.11138 -2.5706 -2.9950 -0.4934
C -0.35316 -0.25645 1.19860 -3.8791 -1.9032 5.9858
C 0.92413 0.11994 0.74666 3.9711 2.2290 0.1288
S 1.54153 -0.99634 -0.52032 1.8943 0.0727 -0.5227
C 0.76020 1.56133 0.18831 -0.2701 -2.3299 1.0956
N -0.30188 1.78516 -0.46882 -0.2155 1.3452 -0.3705
N -1.17093 0.74933 -0.66734 -3.1387 1.8145 -3.4988
H -0.73488 0.68683 1.87057 0.6574 -2.3174 -1.2055
H -0.54388 -1.28054 1.88581 1.0470 2.7624 -1.8696
H 1.58018 0.16731 1.62928 0.2366 -0.1213 -0.5342
H 2.83175 -0.42482 -0.67830 -1.6187 -0.5915 0.2779
H 1.46091 2.29394 0.59531 -0.3996 0.3121 -0.9410
H -2.05732 0.98331 -1.33574 3.2545 -0.5634 2.1650
```
Positions in Å, forces in eV/Å.

***

(4)
Density functional theory data (the ωB97M-V functional and the def2-TZVPD basis) for C48H31F15GeN3OP2PtS as an isolated structure.

Calculated values
LUMO energy (spin up / spin down)   -0.2826 / -0.4195 hartree
Spin multiplicity   5
⟨S²⟩   6.041
Charge   +3
HOMO-LUMO gap (spin up / spin down)   7.21 / 4.44 eV

```
103
Properties=species:S:1:pos:R:3:forces:R:3
Pt -0.52421 0.61048 -0.39152 0.1270 -0.6992 0.0482
C 2.76508 3.79719 -0.05737 -0.0275 -0.0227 0.1027
N 1.59690 2.91394 -0.28910 0.1146 -0.0299 -0.0339
P 1.58409 1.26828 0.25080 -0.3068 -0.0026 0.0892
C 1.77337 1.39189 2.03048 0.1093 -0.0151 0.0474
C 3.01101 1.70989 2.59763 0.0271 0.0191 0.0201
C 3.10948 1.95225 3.95843 -0.0044 0.0006 -0.0185
C 1.97643 1.88650 4.75877 -0.0024 -0.0097 -0.0001
C 0.74245 1.57915 4.20090 -0.0090 -0.0308 0.0197
C 0.63891 1.33030 2.84166 -0.0291 -0.0099 -0.0300
C 3.08993 0.58114 -0.43867 0.0236 -0.0969 -0.0648
C 3.82519 -0.36330 0.28042 0.0548 0.0091 -0.0326
C 4.99569 -0.87789 -0.25937 0.0301 0.2024 0.0631
C 5.41690 -0.48802 -1.52348 0.0290 0.0680 0.0244
C 4.67212 0.42962 -2.25311 -0.0069 -0.0001 0.0092
C 3.51726 0.96895 -1.70988 -0.0120 -0.0064 -0.0306
P 0.05759 3.53809 -0.36975 0.0990 0.5597 -0.0232
C -0.75860 3.04988 -1.86144 -0.1163 -0.1435 -0.1515
C -0.15186 2.24908 -2.84654 -0.0698 0.0667 -0.0312
C -0.86820 1.90821 -3.98464 0.0508 0.0140 0.0591
C -2.16915 2.36109 -4.14427 -0.0945 0.0616 0.0294
C -2.77691 3.15857 -3.16907 0.0326 -0.0574 -0.0972
C -2.08859 3.48770 -2.02417 0.1111 -0.0021 0.0319
C 0.09296 5.29892 -0.20724 0.0055 0.0456 0.0014
C 0.00696 6.13508 -1.32798 -0.0224 0.0269 0.0142
C 0.07580 7.50600 -1.15236 0.0003 -0.0134 0.0330
C 0.21474 8.03728 0.12574 -0.0012 0.0363 -0.0470
C 0.28955 7.20859 1.23894 0.0052 -0.0605 0.0177
C 0.22362 5.83585 1.07904 0.0475 0.0680 0.0012
H 3.66049 3.18103 -0.03401 0.0058 -0.0068 -0.0351
H 2.67753 4.32887 0.88903 0.0396 -0.0092 0.0054
H 2.85275 4.51469 -0.87018 -0.0431 0.0016 -0.0164
H 3.90043 1.77062 1.98297 0.0051 -0.0247 0.0085
H 4.06915 2.19480 4.39437 0.0014 -0.0051 -0.0037
H 2.05734 2.07444 5.82115 -0.0077 0.0008 -0.0016
H -0.13670 1.52737 4.82926 0.0004 -0.0067 -0.0065
H -0.32696 1.08698 2.41020 0.0212 -0.0186 -0.0195
H 3.51499 -0.66592 1.27135 -0.0419 -0.0186 0.0552
H 5.59969 -1.55958 0.32520 0.0148 0.1110 0.0163
H 6.33724 -0.88305 -1.93440 -0.0014 -0.0061 0.0012
H 5.00614 0.74422 -3.23256 -0.0031 -0.0050 -0.0003
H 2.97104 1.71903 -2.26934 0.0039 -0.0116 0.0055
H 0.88341 1.95364 -2.74953 -0.0170 -0.0185 0.0371
H -0.39958 1.31368 -4.75689 -0.0006 0.0021 -0.0019
H -2.71572 2.11150 -5.04441 0.0008 -0.0003 0.0027
H -3.78156 3.52954 -3.32177 -0.0040 -0.0110 -0.0050
H -2.55536 4.10476 -1.26484 0.0142 -0.0021 0.0112
H -0.09758 5.72125 -2.32318 -0.0050 -0.0122 0.0143
H 0.02396 8.16237 -2.01015 -0.0044 0.0000 0.0006
H 0.26309 9.11049 0.25420 0.0020 -0.0019 0.0017
H 0.39419 7.63408 2.22742 -0.0075 0.0019 -0.0018
H 0.27601 5.18509 1.94490 -0.0184 -0.0101 0.0005
N -2.61813 0.74721 -0.45764 0.0671 -0.1024 0.0380
C -3.76708 0.89182 -0.43036 -0.1654 0.0695 -0.0436
N -5.04747 1.08045 -0.41480 0.0308 -0.0153 0.0231
C -5.71119 1.89701 0.63085 0.1389 -0.0116 -0.0995
C -6.77289 1.04833 1.30120 -0.1661 -0.0402 0.0318
O -7.66163 0.51355 0.34128 0.0965 0.0428 -0.0157
C -7.00673 -0.35416 -0.55803 -0.1238 -0.0470 0.0325
C -5.95945 0.39439 -1.35978 0.1357 0.0733 0.0045
H -6.16454 2.75934 0.13983 -0.0182 0.0026 0.0045
H -4.96139 2.24065 1.34156 -0.0060 -0.0069 0.0101
H -7.36743 1.66341 1.97399 0.0082 -0.0078 0.0172
H -6.30733 0.24044 1.87977 0.0197 -0.0037 -0.0040
H -7.76871 -0.75172 -1.22603 0.0069 -0.0185 0.0031
H -6.54332 -1.18725 -0.01316 0.0115 0.0026 0.0007
H -6.42918 1.15667 -1.98321 -0.0154 0.0042 0.0036
H -5.37669 -0.27447 -1.99106 -0.0104 -0.0119 0.0031
F 2.85942 -4.14156 1.92253 -0.0419 -0.0213 -0.0533
C 3.23542 -3.92167 0.66045 0.0457 0.0261 0.0558
C 2.29377 -3.62915 -0.31598 0.1723 -0.0607 -0.1042
C 2.76228 -3.42768 -1.60768 0.1004 -0.0201 -0.0190
F 1.88670 -3.18719 -2.59749 -0.0863 0.0201 0.0335
C 4.10319 -3.48067 -1.93046 -0.0298 -0.1317 0.0662
F 4.51867 -3.25992 -3.16617 -0.0012 0.0320 -0.0235
C 5.01706 -3.76453 -0.92607 -0.0613 -0.2352 -0.0758
F 6.30414 -3.79215 -1.20067 0.0146 0.0432 -0.0006
C 4.58505 -3.99416 0.37128 0.0136 -0.0883 0.0076
F 5.46748 -4.23989 1.32521 -0.0083 0.0153 -0.0110
Ge 0.39708 -3.54804 0.00178 0.0334 0.2095 0.0468
S -0.31811 -1.66007 -0.97305 -0.1957 0.3015 -0.1274
C -0.38079 -5.07537 -1.02780 0.0781 0.0150 0.0107
C 0.23807 -6.31078 -1.04571 -0.1492 -0.4687 -0.2500
F 1.33239 -6.54428 -0.38456 0.0390 0.1548 0.0703
C -0.26486 -7.47585 -1.76638 0.1400 0.3465 0.2070
F 0.41967 -8.56500 -1.70643 0.0099 -0.0303 -0.0041
C -1.44326 -7.40035 -2.48443 -0.0120 -0.0705 -0.0292
F -1.91328 -8.42604 -3.13935 0.0026 0.0124 0.0083
C -2.10172 -6.18728 -2.46830 0.1312 0.3433 0.1968
F -3.21514 -6.01998 -3.10045 -0.0084 -0.0044 -0.0027
C -1.55956 -5.05055 -1.73083 -0.3497 -0.3409 -0.3545
F -2.31811 -3.99095 -1.78264 0.0929 0.0419 0.0784
C -0.15022 -3.71324 1.83307 -0.0142 -0.0857 0.1308
C 0.38006 -2.82354 2.75303 0.0556 -0.0007 0.1334
F 1.21512 -1.86376 2.32584 -0.0260 0.0644 -0.1035
C 0.11908 -2.91285 4.10461 0.0405 0.0448 0.0210
F 0.66061 -2.06222 4.96239 -0.0110 0.0474 -0.0421
C -0.71190 -3.92538 4.56445 -0.0283 -0.0046 0.1148
F -0.97519 -4.02173 5.84841 0.0109 0.0036 -0.0440
C -1.26221 -4.83565 3.67440 -0.0021 -0.0018 0.0304
F -2.05069 -5.79913 4.11315 -0.0033 -0.0051 -0.0281
C -0.96845 -4.71632 2.32968 -0.0969 -0.0280 -0.0070
F -1.51115 -5.62342 1.49815 0.0147 0.0198 -0.0608
```
Positions in Å, forces in eV/Å.

***

Number 1: DFT total energy -28465.27720 eV, strongest force on any atom 4.9 eV/A. Number 2: DFT total energy -129798.47630 eV, strongest force on any atom 0.8 eV/A. Number 3: DFT total energy -19564.21275 eV, strongest force on any atom 7.4 eV/A. Number 4: DFT total energy -186704.98170 eV, strongest force on any atom 0.7 eV/A.